Entry from the Open Molecules 2025 dataset: a structure of composition C41H37N5O2S7TeW in a non-equilibrium geometry (ωB97M-V/def2-TZVPD).

**Calculated total energy**: -139625.8153 eV
**Largest force on an atom**: 2.2 eV Å⁻¹

Each line ends with the Löwdin charge.
CARTESIAN COORDINATES (ANGSTROEM)
W 0.05153 0.43625 0.19181  1.40
C -3.55667 -2.09845 0.30256  0.01
C -2.40209 -1.25731 0.71292  -0.24
N -1.85314 -0.40134 -0.05995  -0.11
N -2.21877 -0.26538 -1.36889  0.02
C -1.41069 0.60218 -1.97202  -0.25
N -1.67626 0.85304 -3.23219  0.15
S -0.20838 3.36513 -0.87168  0.38
C -1.68062 -1.30143 1.96214  -0.27
C -1.86125 -2.20868 2.94974  -0.03
C -0.84555 -2.33278 3.96859  -0.09
C 0.25050 -1.55903 3.92234  -0.09
C 0.38208 -0.48221 2.92357  -0.72
N -0.68956 -0.36123 1.97310  -0.22
H -4.40015 -1.48111 -0.01570  0.08
H -3.88165 -2.72368 1.13035  0.08
H -3.27280 -2.76057 -0.52128  0.09
H -2.98186 -0.80608 -1.75490  0.15
H -2.38930 0.35892 -3.75419  0.12
H -1.03974 1.41521 -3.77021  0.09
H -2.70551 -2.88432 2.92487  0.10
H -0.95894 -3.07973 4.74481  0.10
H 1.06237 -1.66788 4.63315  0.11
H 0.58355 0.46784 3.42144  0.02
C 4.96148 -3.11232 -3.52391  -0.05
C 3.75639 -2.57885 -2.78326  -0.25
C 2.53878 -3.28057 -2.79432  0.04
C 1.42848 -2.77869 -2.15729  -0.08
C 0.12654 -3.53198 -2.06619  -0.29
O -0.61499 -3.60705 -3.02123  0.10
C -0.23058 -4.18137 -0.76106  -0.14
C 0.52568 -4.00050 0.39164  -0.01
C 0.15683 -4.63244 1.57241  -0.07
C -0.96310 -5.45210 1.60367  -0.08
C -1.71931 -5.64229 0.44994  -0.08
C -1.35346 -5.00604 -0.72571  -0.03
C 1.48092 -1.53637 -1.52303  -0.28
O 0.36515 -1.12436 -0.95578  -0.25
C 2.69551 -0.82445 -1.45131  -0.11
C 3.81851 -1.38236 -2.10065  0.02
C 2.70536 0.44774 -0.76141  -0.25
N 1.55504 1.23238 -0.96580  -0.29
C 1.41390 1.67536 -2.35073  -0.29
C 0.77188 3.07303 -2.39981  -0.50
Te -2.08507 4.57916 -1.75851  1.07
C -3.67869 3.25308 -1.35360  -0.60
C -4.82802 3.36540 -2.13571  -0.16
C -5.93967 2.58179 -1.85191  -0.09
C -5.91696 1.70190 -0.77341  -0.09
C -4.77370 1.60224 0.00824  -0.10
C -3.64768 2.36365 -0.28814  -0.22
C 3.84188 1.00261 -0.04806  -0.21
C 4.93255 0.20896 0.34566  -0.04
C 5.98971 0.76342 1.04147  -0.07
C 5.98187 2.11763 1.36560  -0.06
C 4.90635 2.91174 0.98872  -0.05
C 3.84496 2.36072 0.28932  -0.02
H 4.87153 -4.18344 -3.70426  0.08
H 5.87986 -2.93190 -2.96376  0.08
H 5.06861 -2.62237 -4.49503  0.08
H 2.47445 -4.23723 -3.30505  0.13
H 1.40395 -3.36294 0.38652  0.10
H 0.74453 -4.47237 2.46819  0.11
H -1.24297 -5.95252 2.52413  0.11
H -2.58591 -6.29127 0.46782  0.10
H -1.92084 -5.14938 -1.63707  0.12
H 4.74934 -0.82672 -2.09227  0.12
H 0.84430 0.95696 -2.94118  0.08
H 2.40597 1.73334 -2.80222  0.13
H 0.13610 3.22537 -3.26980  0.03
H 1.54741 3.83610 -2.39575  0.07
H -4.85806 4.06659 -2.96387  0.09
H -6.82937 2.66758 -2.46528  0.10
H -6.79268 1.10731 -0.53975  0.10
H -4.75540 0.94579 0.87354  0.10
H -2.76038 2.26803 0.32292  0.01
H 4.91927 -0.85466 0.14431  0.11
H 6.81982 0.13795 1.34609  0.11
H 6.80498 2.54673 1.92422  0.11
H 4.88928 3.96379 1.24540  0.11
H 2.99825 2.97087 0.00793  0.09
S 1.79516 -0.55307 1.69920  0.70
C -2.10774 2.30552 3.95702  -0.36
S -2.68361 3.38137 2.62245  0.85
C -1.25372 4.35394 2.31957  -1.00
C -0.01108 3.93917 2.03321  -1.15
S 0.68870 2.34799 1.92253  0.54
S 1.16646 5.22155 1.85899  0.87
C 0.14254 6.57438 2.17867  -1.51
S 0.65648 8.13323 2.22525  0.51
S -1.49119 6.08597 2.44544  0.89
H -2.98822 1.75302 4.28847  0.04
H -1.71788 2.90214 4.77988  0.05
H -1.35161 1.61676 3.58737  -0.02